Entry P
Here is C10H18N2O in the gas phase from the Open Molecules 2025 dataset. Energies are from the ωB97M-V functional and the def2-TZVPD basis.

CARTESIAN COORDINATES (ANGSTROEM)
O: 0.616 -0.203 0.567
N: -1.346 2.213 -0.676
N: -0.451 1.527 -1.311
C: 0.037 0.390 -2.052
C: -1.600 1.615 1.548
C: -0.676 -0.631 0.202
C: -1.911 2.712 0.553
C: -0.026 -2.102 -1.769
C: 2.534 -0.282 1.964
C: 1.391 0.474 -2.618
C: 1.081 -0.697 1.802
C: -0.680 -0.776 -1.386
C: -1.824 0.173 0.948
H: -0.811 -1.668 0.557
H: -2.232 1.711 2.435
H: -2.784 3.306 0.417
H: 0.986 -2.142 -1.376
H: 0.989 -1.796 1.819
H: -2.692 0.207 0.287
H: -0.556 1.700 1.861
H: 0.483 -0.300 2.636
H: -0.589 -2.944 -1.371
H: 3.134 -0.690 1.155
H: 2.135 0.160 -1.882
H: -1.731 -0.786 -1.703
H: 1.605 1.498 -2.911
H: 2.607 0.802 1.931
H: 1.471 -0.173 -3.490
H: -2.096 -0.458 1.801
H: 0.015 -2.199 -2.851
H: 2.922 -0.642 2.913

Properties
HOMO-LUMO gap (alpha / beta), eV: 8.135 / 8.137
Highest occupied orbital energy (alpha / beta), eV: -7.173 / -7.174
Net charge: 0
Lowest unoccupied orbital energy (alpha / beta), hartree: 0.035 / 0.035



Entry Q
Here is C10H18N2O in the gas phase from the Open Molecules 2025 dataset. Energies are from the ωB97M-V functional and the def2-TZVPD basis.

CARTESIAN COORDINATES (ANGSTROEM)
O: 2.361 -0.404 1.670
N: 2.213 -0.617 0.433
N: 1.364 -0.320 -1.730
C: -0.341 -0.382 0.115
C: -2.118 0.933 1.495
C: 1.228 0.149 -0.336
C: -1.387 -0.287 -0.966
C: -0.598 0.721 1.146
C: 2.403 -1.381 -1.711
C: 1.201 1.678 -0.092
C: -0.629 -1.771 0.802
C: -0.168 2.029 0.520
C: 2.944 -1.425 -0.315
H: -1.670 -1.925 0.924
H: -0.086 0.585 1.992
H: -0.934 2.303 -0.410
H: -2.312 -0.905 -0.807
H: 1.923 1.912 0.619
H: 1.414 2.281 -1.065
H: 3.853 -1.876 -0.016
H: 1.567 0.522 -2.216
H: 3.235 -1.378 -2.408
H: -1.725 0.642 -1.128
H: -0.153 -1.855 1.701
H: -2.780 1.529 0.859
H: -2.732 -0.004 1.697
H: 1.828 -2.232 -1.937
H: -0.179 2.750 1.210
H: -0.136 -2.484 0.181
H: -2.268 1.302 2.463
H: -0.887 -0.628 -1.860

Properties
HOMO-LUMO gap, eV: 9.313
Highest occupied orbital energy, eV: -8.455
Net charge: 0
Lowest unoccupied orbital energy, hartree: 0.032



Energy comparison, zero being the most stable, in kJ/mol: entry P 137.0; entry Q 0.0.



Entry P
Here is a molecular structure, C2H8N3O2 from the Open Molecules 2025 dataset. Energies are from the ωB97M-V functional and the def2-TZVPD basis.

CARTESIAN COORDINATES (ANGSTROEM)
O: 1.582 1.210 -0.506
O: -0.539 -1.209 -0.685
N: 2.095 -0.902 0.435
N: -0.441 -0.032 0.044
N: -2.740 0.283 0.161
C: -1.528 0.656 0.221
C: 1.336 0.266 0.414
H: -3.571 0.851 0.553
H: 2.457 1.626 -0.606
H: -0.039 -1.094 -1.462
H: 1.806 -1.447 1.232
H: 2.228 -1.560 -0.257
H: -1.430 1.628 0.622
H: 1.295 0.704 1.380
H: -2.994 -0.703 -0.089

Properties
HOMO-LUMO gap, eV: 11.294
Highest occupied orbital energy, eV: -14.371
Net charge: +1
Lowest unoccupied orbital energy, hartree: -0.113



Entry Q
Here is a molecular structure, C2H8N3O2 from the Open Molecules 2025 dataset. Energies are from the ωB97M-V functional and the def2-TZVPD basis.

CARTESIAN COORDINATES (ANGSTROEM)
O: 1.420 -0.381 -2.068
O: -1.179 -0.685 -1.293
N: 0.742 0.704 1.537
N: -1.786 0.106 0.871
N: 1.844 -0.464 -0.770
C: -0.744 -0.070 -0.169
C: 0.449 0.141 0.330
H: -2.538 0.661 0.542
H: 2.010 0.208 -2.611
H: -0.617 -1.013 -1.925
H: -1.452 0.652 1.628
H: 1.954 -1.425 -0.499
H: 1.740 0.639 1.647
H: 0.436 1.666 1.666
H: -2.278 -0.739 1.113

Properties
HOMO-LUMO gap, eV: 9.278
Highest occupied orbital energy, eV: -12.906
Net charge: +1
Lowest unoccupied orbital energy, hartree: -0.133



Energy comparison, zero being the most stable, in kJ/mol: entry P 0.0; entry Q 195.4.



Entry P
Here is a molecular structure, C2H2S5 from the Open Molecules 2025 dataset. Energies are from the ωB97M-V functional and the def2-TZVPD basis.

CARTESIAN COORDINATES (ANGSTROEM)
S: 0.572 1.772 -0.613
S: 0.431 0.283 1.902
S: -0.476 -2.282 -0.034
S: -1.045 -0.374 -2.187
S: -0.819 1.877 -2.014
C: -0.635 -0.752 -0.659
C: -0.232 0.838 0.522
H: 1.950 0.245 2.029
H: 0.255 -1.607 1.056

Properties
HOMO-LUMO gap, eV: 7.094
Highest occupied orbital energy, eV: -7.764
Net charge: 0
Lowest unoccupied orbital energy, hartree: -0.025



Entry Q
Here is C2H2S5 in the gas phase from the Open Molecules 2025 dataset. Energies are from the ωB97M-V functional and the def2-TZVPD basis.

CARTESIAN COORDINATES (ANGSTROEM)
S: 2.438 -0.986 -0.077
S: -0.346 2.568 -0.238
S: 0.635 -1.776 -0.645
S: 2.263 1.136 -0.168
S: -2.010 -1.298 0.477
C: 0.644 1.233 0.040
C: -0.235 -1.033 0.646
H: -1.438 2.278 0.538
H: -1.951 -2.122 -0.574

Properties
HOMO-LUMO gap, eV: 7.113
Highest occupied orbital energy, eV: -7.819
Net charge: 0
Lowest unoccupied orbital energy, hartree: -0.026



Energy comparison, zero being the most stable, in kJ/mol: entry P 0.0; entry Q 51.2.



Entry P
Here is a molecular structure, CH2BF3 from the Open Molecules 2025 dataset. Energies are from the ωB97M-V functional and the def2-TZVPD basis.

CARTESIAN COORDINATES (ANGSTROEM)
F: 0.566 -1.362 1.173
F: -0.620 0.435 1.627
F: 1.339 0.657 0.974
C: 0.254 -0.054 0.804
B: -0.429 -0.022 -1.141
H: -1.288 0.589 -1.308
H: 0.178 -0.242 -2.128

Properties
HOMO-LUMO gap, eV: 10.218
Highest occupied orbital energy, eV: -11.137
Net charge: 0
Lowest unoccupied orbital energy, hartree: -0.034



Entry Q
Here is CH2BF3 in the gas phase from the Open Molecules 2025 dataset. Energies are from the ωB97M-V functional and the def2-TZVPD basis.

CARTESIAN COORDINATES (ANGSTROEM)
F: -1.499 0.147 -1.067
F: -1.483 0.543 0.990
F: 0.191 -1.366 0.190
C: -0.743 0.411 -0.057
B: 0.811 -0.042 0.001
H: 1.358 0.310 0.979
H: 1.365 -0.003 -1.036

Properties
HOMO-LUMO gap, eV: 10.261
Highest occupied orbital energy, eV: -11.250
Net charge: 0
Lowest unoccupied orbital energy, hartree: -0.036



Energy comparison, zero being the most stable, in kJ/mol: entry P 135.1; entry Q 0.0.